The following is a quantum chemistry calculation of C28H42ClN3O4 in the gas phase, from the OMol25 dataset.

Properties
* Kohn-Sham gap: 8.9 eV
* HOMO: -8.60 eV
* electronic energy: -54901.7492 eV
* SMILES: CCCCCCCNC(=O)C1(C[C@H]2CC(c3ccc(Cl)cc3)=NO2)CCN(C(=O)OC(C)(C)C)CC1
* ΔE to the lowest compared entry with this formula, charge and spin: 11.8 kJ/mol

Cartesian coordinates (Å):
C -5.604 -2.643 0.316
C -4.873 -3.538 1.309
C -3.377 -3.658 1.016
C -2.614 -2.349 1.210
C -1.107 -2.560 1.076
C -0.289 -1.302 1.365
C -0.424 -0.244 0.274
N 0.470 0.864 0.529
C 1.311 1.359 -0.387
O 1.336 0.954 -1.539
C 2.217 2.525 0.060
C 1.570 3.864 -0.362
C 0.095 4.120 -0.027
C -0.931 3.443 -0.949
C -1.870 2.855 0.077
C -3.117 2.185 -0.231
C -3.488 1.938 -1.554
C -4.699 1.339 -1.843
C -5.553 0.985 -0.808
Cl -7.082 0.273 -1.172
C -5.191 1.203 0.515
C -3.979 1.798 0.798
N -1.446 3.005 1.272
O -0.264 3.682 1.301
C 2.543 2.523 1.561
C 3.182 1.193 1.995
N 3.908 0.603 0.891
C 3.585 -0.647 0.468
O 2.901 -1.402 1.127
O 4.160 -0.928 -0.707
C 3.880 -2.178 -1.379
C 4.425 -3.353 -0.566
C 4.626 -2.049 -2.708
C 2.379 -2.319 -1.625
C 4.575 1.570 0.053
C 3.546 2.406 -0.722
H -5.464 -3.006 -0.700
H -5.233 -1.623 0.371
H -6.670 -2.630 0.530
H -5.010 -3.146 2.319
H -5.316 -4.536 1.279
H -3.238 -4.008 -0.010
H -2.952 -4.413 1.682
H -2.948 -1.616 0.476
H -2.833 -1.951 2.204
H -0.878 -2.915 0.069
H -0.799 -3.339 1.777
H -0.608 -0.875 2.320
H 0.765 -1.572 1.450
H -1.455 0.126 0.222
H -0.150 -0.657 -0.699
H 0.434 1.256 1.456
H 2.161 4.662 0.093
H 1.656 3.960 -1.446
H -0.056 5.210 -0.038
H -0.486 2.657 -1.561
H -1.432 4.156 -1.602
H -2.829 2.210 -2.362
H -4.987 1.152 -2.865
H -5.860 0.915 1.310
H -3.681 1.982 1.818
H 1.662 2.740 2.164
H 3.249 3.338 1.735
H 3.871 1.368 2.830
H 2.438 0.461 2.316
H 4.248 -4.281 -1.103
H 3.926 -3.400 0.398
H 5.494 -3.234 -0.404
H 4.225 -1.212 -3.274
H 5.684 -1.871 -2.527
H 4.514 -2.959 -3.288
H 1.988 -1.387 -2.030
H 2.196 -3.122 -2.334
H 1.864 -2.541 -0.695
H 5.174 2.208 0.711
H 5.245 1.052 -0.631
H 3.327 1.930 -1.679
H 3.962 3.395 -0.917



The following is a quantum chemistry calculation of 3 unconnected molecules or ions with the total composition C22H50BBr2NO4P, from the OMol25 dataset.

Properties
* Kohn-Sham gap: 7.1 eV
* net charge: -1
* HOMO: -4.53 eV
* electronic energy: -183358.5615 eV

Cartesian coordinates (Å):
C -1.285 -1.835 2.320
B -2.020 -1.137 1.095
O -3.373 -0.896 1.284
P -1.238 -0.652 -0.613
Br -1.407 1.671 -0.070
C 0.611 -0.602 -0.051
C 1.489 -1.541 -0.803
O 1.696 -2.661 -0.461
N 2.137 -1.035 -1.989
C 3.126 -0.029 -1.519
C 2.934 -2.095 -2.607
O -2.814 -0.495 -1.367
C -2.890 -1.382 -2.443
C -1.869 -2.543 -2.271
C -2.351 -3.993 -2.399
C -2.985 -4.630 -1.168
C -1.973 -5.005 -0.071
Br -4.496 -3.606 -0.437
O -1.137 -2.327 -1.087
H -1.855 -2.736 2.584
H -0.265 -2.157 2.134
H -1.369 -1.176 3.185
H -3.701 -1.685 1.742
H -0.736 -0.346 -1.934
H 0.955 0.387 -0.329
H 0.798 -0.688 1.018
H 3.715 -0.473 -0.705
H 3.787 0.234 -2.340
H 2.652 0.877 -1.158
H 3.444 -1.686 -3.479
H 3.726 -2.454 -1.944
H 2.289 -2.904 -2.929
H -2.662 -0.850 -3.380
H -3.926 -1.704 -2.562
H -1.099 -2.450 -3.052
H -3.078 -4.021 -3.213
H -1.489 -4.599 -2.671
H -3.435 -5.561 -1.496
H -0.965 -4.802 -0.418
H -2.129 -4.336 0.769
H -2.109 -6.020 0.292
C -3.345 1.325 4.198
C -4.020 1.733 5.505
C -3.340 1.148 6.743
C -3.351 -0.380 6.821
C -4.737 -1.020 6.779
C -5.624 -0.621 7.954
H -3.381 0.246 4.044
H -3.844 1.789 3.348
H -2.299 1.638 4.182
H -5.076 1.449 5.478
H -3.996 2.824 5.584
H -3.817 1.562 7.638
H -2.301 1.488 6.773
H -2.848 -0.684 7.746
H -2.748 -0.791 6.006
H -4.616 -2.107 6.785
H -5.240 -0.776 5.840
H -5.160 -0.899 8.904
H -6.590 -1.127 7.893
H -5.816 0.453 7.968
C 4.878 1.618 -5.484
C 5.486 2.283 -4.252
C 4.655 3.453 -3.729
C 4.508 4.625 -4.701
C 5.823 5.243 -5.174
C 6.648 5.849 -4.043
H 4.819 2.308 -6.328
H 5.488 0.769 -5.799
H 3.874 1.248 -5.272
H 6.508 2.603 -4.472
H 5.562 1.534 -3.458
H 5.096 3.809 -2.794
H 3.655 3.093 -3.469
H 3.906 5.402 -4.218
H 3.934 4.305 -5.576
H 5.595 6.028 -5.900
H 6.423 4.499 -5.707
H 6.084 6.628 -3.525
H 7.561 6.301 -4.435
H 6.943 5.096 -3.310



Q: What is the electronic energy in the first record?
A: -54901.7492 eV